Computed, not measured: C4H6AlO5 as an isolated structure at a distorted geometry, with ωB97M-V with the def2-TZVPD basis set.

Geometry (Å):
O1 -1.48 -0.19 -3.69
C1 -1.10 -0.24 -2.44
O2 -0.64 -1.46 -2.06
O3 -1.19 0.68 -1.68
H1 -1.25 -0.97 -4.21
Al1 0.11 -2.96 -3.08
H2 -1.16 -1.77 -1.27
C2 -0.40 0.80 0.92
C3 -0.93 -0.21 1.60
O4 -2.18 -0.19 2.18
C4 -2.64 0.92 2.73
O5 -3.88 0.65 3.05
H3 0.61 0.69 0.53
H4 -0.92 1.75 0.79
H5 -0.40 -1.14 1.83
H6 -4.28 1.43 3.46

Results
LUMO energy (spin up / spin down) in eV: -8.415 / -11.681
HOMO level (spin up / spin down) in Eh: -0.65179 / -0.64994
Energy in eV: -21057.655
Gap between HOMO and LUMO (spin up / spin down) in eV: 9.321 / 6.004
Net charge: +2
2S+1: 2
<S²>: 0.75